# 1
{"formula": "C5H10NP", "method": "wB97M-V/def2-TZVPD", "elements": ["C", "C", "C", "C", "C", "N", "P", "H", "H", "H", "H", "H", "H", "H", "H", "H", "H"], "xyz": [[2.313, -0.452, 0.249], [0.710, -1.711, 0.449], [0.246, 0.172, -1.582], [-1.978, -0.580, 0.060], [0.099, 1.395, 1.069], [3.266, 0.174, 0.129], [-0.189, -0.260, 0.161], [0.851, -1.885, 1.581], [-0.592, 0.264, -2.426], [1.076, 0.940, -1.533], [0.717, -0.836, -1.792], [-2.630, -1.003, 0.890], [-2.608, 0.105, -0.366], [-2.062, -1.381, -0.732], [1.041, 1.730, 0.528], [-0.669, 2.140, 1.154], [0.409, 1.189, 2.162]], "atomic_forces_ev_per_a": [[-2.75, -2.95, 0.56], [3.05, 1.53, 1.82], [-0.12, -1.24, -1.10], [-0.32, -3.93, 0.55], [2.28, -1.77, 1.09], [0.63, 0.52, -0.10], [-1.63, 2.99, -0.61], [-0.24, 0.21, -1.55], [1.70, 0.37, 2.27], [-1.29, -0.77, -0.57], [-0.14, 1.20, -0.33], [1.55, 0.48, -0.37], [-0.89, 2.70, -0.96], [0.39, 0.35, 0.77], [-1.29, 0.09, 0.91], [-0.58, 0.15, -0.66], [-0.34, 0.08, -1.71]], "energy_ev": -16121.4279, "e_above_lowest_kj_mol": 335.9, "gap_ev": 9.69}

# 2
{"formula": "C22H60O8", "method": "wB97M-V/def2-TZVPD", "elements": ["C", "O", "H", "H", "H", "H", "C", "C", "C", "O", "H", "H", "H", "H", "H", "H", "H", "H", "C", "C", "C", "O", "H", "H", "H", "H", "H", "H", "H", "H", "C", "C", "C", "O", "H", "H", "H", "H", "H", "H", "H", "H", "C", "C", "C", "O", "H", "H", "H", "H", "H", "H", "H", "H", "C", "C", "C", "O", "H", "H", "H", "H", "H", "H", "H", "H", "C", "C", "C", "O", "H", "H", "H", "H", "H", "H", "H", "H", "C", "C", "C", "O", "H", "H", "H", "H", "H", "H", "H", "H"], "xyz": [[-14.362, -31.056, 40.321], [-15.054, -32.011, 39.666], [-14.155, -31.082, 41.304], [-14.864, -30.048, 40.290], [-13.275, -31.050, 39.799], [-15.447, -31.688, 38.794], [-11.331, -37.045, 45.679], [-11.729, -37.927, 46.954], [-12.802, -37.267, 47.869], [-12.207, -39.165, 46.490], [-10.942, -36.191, 45.906], [-12.153, -36.733, 45.105], [-10.751, -37.703, 45.164], [-10.718, -38.046, 47.373], [-13.410, -37.918, 48.548], [-13.599, -37.210, 47.134], [-12.374, -36.420, 48.253], [-12.007, -39.704, 47.203], [-16.425, -29.539, 44.094], [-17.182, -30.387, 45.140], [-16.240, -30.685, 46.328], [-18.276, -29.542, 45.638], [-17.012, -29.386, 43.323], [-15.381, -29.833, 43.667], [-16.120, -28.510, 44.608], [-17.625, -31.395, 45.055], [-15.892, -29.865, 47.165], [-15.267, -31.020, 45.977], [-16.742, -31.507, 46.788], [-19.089, -29.979, 45.714], [-12.045, -31.188, 43.941], [-11.806, -31.511, 45.559], [-12.476, -32.853, 45.936], [-10.326, -31.700, 45.560], [-11.770, -30.102, 43.725], [-12.974, -31.520, 43.684], [-11.345, -31.914, 43.304], [-12.108, -30.701, 46.178], [-12.267, -33.627, 45.447], [-13.374, -32.721, 45.970], [-12.407, -33.077, 46.984], [-10.134, -31.177, 46.256], [-14.508, -34.489, 42.584], [-13.297, -34.318, 41.628], [-12.317, -35.448, 41.988], [-13.681, -34.441, 40.409], [-14.173, -34.140, 43.531], [-15.085, -35.380, 42.649], [-15.068, -33.627, 42.473], [-12.997, -33.444, 41.857], [-11.583, -35.257, 42.906], [-11.568, -35.329, 41.222], [-12.751, -36.452, 42.078], [-14.368, -33.712, 40.201], [-13.040, -25.635, 41.376], [-12.925, -26.984, 42.004], [-13.936, -27.195, 43.200], [-13.130, -27.951, 41.106], [-12.892, -24.806, 42.070], [-13.999, -25.596, 40.909], [-12.379, -25.436, 40.433], [-11.913, -27.178, 42.444], [-13.564, -26.398, 44.020], [-13.915, -28.240, 43.441], [-14.919, -26.960, 42.754], [-12.189, -28.119, 40.657], [-7.977, -32.060, 48.609], [-9.548, -32.057, 48.598], [-10.122, -32.456, 50.001], [-10.067, -30.767, 48.283], [-7.867, -31.457, 49.444], [-7.654, -31.786, 47.538], [-7.465, -32.928, 49.001], [-10.006, -32.835, 47.787], [-11.187, -32.341, 50.060], [-9.744, -31.920, 50.844], [-9.754, -33.476, 50.312], [-9.577, -30.069, 48.566], [-7.757, -35.456, 44.056], [-8.306, -34.263, 44.822], [-7.249, -33.230, 45.137], [-9.280, -33.715, 43.797], [-7.313, -35.167, 43.060], [-8.152, -36.290, 43.733], [-6.945, -36.009, 44.682], [-8.864, -34.630, 45.602], [-6.699, -32.952, 44.374], [-6.665, -33.663, 45.905], [-7.858, -32.384, 45.535], [-9.977, -33.279, 44.321]], "atomic_forces_ev_per_a": [[2.97, 4.00, -4.47], [-2.83, -1.88, -1.81], [0.18, -1.72, 3.71], [0.66, -0.64, -0.60], [-2.04, 0.78, 1.21], [1.05, -0.51, 2.07], [-4.25, -4.34, 1.97], [0.48, 1.78, -0.80], [-0.91, -3.52, -2.14], [-0.25, 1.18, -1.84], [3.21, 4.91, 1.79], [-1.59, -0.23, -0.95], [1.94, -1.32, -1.84], [-0.40, -0.25, 0.74], [1.60, 0.21, 0.30], [-0.23, 1.45, -0.27], [0.20, 2.44, 1.20], [0.22, -2.26, 1.80], [4.28, 0.43, 3.71], [0.67, 1.34, 2.39], [1.15, 1.62, 1.54], [2.41, 1.06, -0.61], [-2.92, 1.22, -4.00], [-1.93, -0.47, 1.05], [-1.15, -2.08, -0.90], [0.35, 0.50, -1.73], [-1.59, -1.55, -2.29], [0.00, -0.37, -0.32], [0.18, -0.52, 1.20], [-1.50, -1.28, -0.03], [4.14, -0.34, 1.76], [1.53, -2.50, -4.52], [7.18, 5.97, 4.35], [-2.94, -1.72, -2.56], [-0.66, -1.55, 0.10], [-2.97, -0.10, -0.83], [-1.11, 1.70, 1.57], [-0.10, 0.62, 0.54], [2.18, -6.10, -4.49], [-10.72, 1.59, -0.72], [1.21, -0.13, 0.87], [1.99, 2.62, 3.93], [1.62, 0.97, 0.51], [-2.42, -7.55, 5.40], [2.48, 1.37, 1.34], [-2.80, 1.08, -6.65], [0.78, -0.79, 1.64], [-0.19, -0.76, -0.28], [-2.35, 1.57, -1.26], [3.10, 6.40, 1.59], [-2.09, -0.15, -1.34], [0.36, -0.94, -0.77], [0.07, 0.44, -0.32], [1.49, -1.59, 0.11], [1.32, 1.18, -1.73], [1.28, 0.99, 3.69], [1.45, 2.95, -0.86], [2.58, -3.37, -4.06], [-0.12, -0.06, -0.06], [-1.09, 0.30, 0.04], [-0.51, -0.67, 1.88], [-0.42, 0.69, -0.01], [-1.37, -2.19, -1.49], [0.20, -0.25, 0.72], [0.15, 0.10, 0.74], [-3.38, 0.33, 1.13], [-2.00, -0.57, -2.48], [-0.70, -2.55, 0.22], [1.34, -1.55, -0.54], [-2.48, -3.38, -2.25], [1.25, 2.51, 0.99], [0.11, 0.03, 2.20], [-0.37, -0.92, -0.63], [1.11, 2.06, 1.82], [-0.58, -0.34, -0.25], [0.60, 1.28, 0.26], [-0.87, 0.52, -0.78], [2.64, 2.88, 1.56], [5.74, 2.45, 1.26], [-0.42, -0.14, -5.41], [-4.70, -0.85, 4.01], [0.36, -0.26, 1.70], [0.17, 0.48, 1.21], [-4.31, -3.85, -0.97], [-0.52, 1.46, -0.82], [-1.18, -0.36, 2.37], [2.57, 1.24, -3.98], [0.97, -0.11, 1.00], [0.88, -0.28, -0.23], [0.55, 0.12, -0.31]], "energy_ev": -40155.0112, "e_above_lowest_kj_mol": 1124.6, "smiles": "CC(C)O.CC(C)O.CC(C)O.CC(C)O.CC(C)O.CC(C)O.CC(C)O.CO", "gap_ev": 9.56}

What did the first record say?
{"formula": "C5H10NP", "method": "wB97M-V/def2-TZVPD", "elements": ["C", "C", "C", "C", "C", "N", "P", "H", "H", "H", "H", "H", "H", "H", "H", "H", "H"], "xyz": [[2.313, -0.452, 0.249], [0.710, -1.711, 0.449], [0.246, 0.172, -1.582], [-1.978, -0.580, 0.060], [0.099, 1.395, 1.069], [3.266, 0.174, 0.129], [-0.189, -0.260, 0.161], [0.851, -1.885, 1.581], [-0.592, 0.264, -2.426], [1.076, 0.940, -1.533], [0.717, -0.836, -1.792], [-2.630, -1.003, 0.890], [-2.608, 0.105, -0.366], [-2.062, -1.381, -0.732], [1.041, 1.730, 0.528], [-0.669, 2.140, 1.154], [0.409, 1.189, 2.162]], "atomic_forces_ev_per_a": [[-2.75, -2.95, 0.56], [3.05, 1.53, 1.82], [-0.12, -1.24, -1.10], [-0.32, -3.93, 0.55], [2.28, -1.77, 1.09], [0.63, 0.52, -0.10], [-1.63, 2.99, -0.61], [-0.24, 0.21, -1.55], [1.70, 0.37, 2.27], [-1.29, -0.77, -0.57], [-0.14, 1.20, -0.33], [1.55, 0.48, -0.37], [-0.89, 2.70, -0.96], [0.39, 0.35, 0.77], [-1.29, 0.09, 0.91], [-0.58, 0.15, -0.66], [-0.34, 0.08, -1.71]], "energy_ev": -16121.4279, "e_above_lowest_kj_mol": 335.9, "gap_ev": 9.69}